No. 1
C17H30N2OS | wB97M-V/def2-TZVPD

Cartesian coordinates (Å):
C1 1.434 1.580 -6.047
C2 1.738 0.717 -4.875
C3 2.815 0.753 -4.049
C4 2.775 -0.228 -3.031
C5 1.669 -1.017 -3.083
S1 0.641 -0.546 -4.403
C6 1.256 -2.103 -2.138
N1 0.501 -1.651 -0.979
C7 -0.781 -1.056 -1.305
C8 -1.570 -0.885 -0.003
N2 -0.884 -0.066 0.976
C9 -0.951 1.366 0.730
H1 -0.126 1.716 0.088
C10 -0.920 2.195 2.019
H2 -0.018 1.949 2.584
H3 -0.841 3.244 1.721
C11 -2.129 2.050 2.954
C12 -3.451 2.327 2.240
H4 -3.402 3.260 1.682
H5 -4.258 2.404 2.965
H6 -3.693 1.519 1.554
C13 -2.170 0.682 3.629
H7 -1.251 0.504 4.183
H8 -3.006 0.630 4.323
H9 -2.278 -0.096 2.880
H10 -2.007 2.811 3.736
H11 -1.880 1.576 0.198
C14 0.465 -0.564 1.210
C15 1.246 -0.772 -0.101
H12 1.441 0.208 -0.572
H13 2.209 -1.234 0.122
C16 0.412 -1.867 2.020
H14 0.321 -2.715 1.340
H15 -0.470 -1.838 2.664
C17 1.653 -2.058 2.892
O1 1.644 -3.284 3.584
H16 0.827 -3.342 4.092
H17 1.741 -1.220 3.601
H18 2.557 -2.082 2.279
H19 0.992 0.189 1.806
H20 -1.726 -1.872 0.439
H21 -2.548 -0.446 -0.213
H22 -0.672 -0.076 -1.802
H23 -1.320 -1.725 -1.980
H24 0.634 -2.833 -2.664
H25 2.149 -2.612 -1.764
H26 3.551 -0.349 -2.295
H27 3.620 1.457 -4.161
H28 0.494 2.112 -5.902
H29 2.230 2.307 -6.188
H30 1.340 0.981 -6.953

Summary:
M, g/mol: 310.5
Kohn-Sham gap, eV: 8.66
E_LUMO, eV: 0.714
Total charge: 0
Multiplicity: 1
SMILES: Cc1ccc(CN2CCN(CCC(C)C)[C@@H](CCO)C2)s1
Energy relative to the best compared isomer or geometry (same formula, charge and spin), eV: 0.018
HOMO energy, eV: -7.94

No. 2
C17H30N6S2SeTl | wB97M-V/def2-TZVPD

Cartesian coordinates (Å):
Tl1 -0.242 -0.919 0.903
C1 0.848 -2.024 3.767
C2 1.214 -2.927 2.589
N1 1.673 -2.073 1.463
C3 2.807 -1.233 1.745
C4 2.498 0.228 2.212
S1 1.046 1.200 1.571
C5 -0.003 1.486 2.996
C6 -0.056 0.340 3.991
N2 -0.227 -1.026 3.395
H1 1.771 -1.522 4.078
H2 0.519 -2.615 4.591
H3 0.319 -3.555 2.348
H4 2.024 -3.653 2.856
H5 1.853 -2.698 0.718
H6 3.336 -1.175 0.838
H7 3.471 -1.744 2.536
H8 3.361 0.779 1.832
H9 2.539 0.258 3.309
H10 -1.015 1.723 2.600
H11 0.430 2.380 3.455
H12 -0.943 0.443 4.610
H13 0.722 0.363 4.672
H14 -1.103 -1.473 3.677
Se1 -0.800 -2.771 -2.334
N3 0.419 -1.773 -1.388
C7 1.469 -1.518 -2.152
C8 2.675 -0.925 -1.796
C9 3.554 -0.615 -2.778
C10 3.461 -1.070 -4.142
C11 2.354 -1.765 -4.512
C12 1.305 -2.086 -3.530
N4 0.249 -2.773 -3.728
H15 2.809 -0.520 -0.777
H16 4.467 -0.087 -2.496
H17 4.249 -0.807 -4.752
H18 2.330 -2.229 -5.515
C13 -0.170 1.760 -2.888
C14 -0.805 0.933 -1.786
N5 -1.757 1.763 -1.004
C15 -2.648 1.228 -0.175
S2 -2.679 -0.464 0.386
N6 -3.764 1.812 0.059
C16 -4.318 2.960 -0.638
C17 -5.655 2.682 -1.339
H19 -0.836 2.039 -3.682
H20 0.689 1.246 -3.367
H21 0.232 2.688 -2.468
H22 0.047 0.686 -1.150
H23 -1.357 0.045 -2.107
H24 -1.971 2.662 -1.375
H25 -4.353 1.321 0.674
H26 -3.606 3.253 -1.391
H27 -4.411 3.706 0.141
H28 -6.324 1.933 -0.952
H29 -5.503 2.458 -2.447
H30 -6.192 3.662 -1.343

Summary:
M, g/mol: 665.9
Kohn-Sham gap, eV: 6.65
E_LUMO, eV: -10.535
Total charge: +3
Multiplicity: 1
HOMO energy, eV: -17.18

No. 3
C17H30NO3 | wB97M-V/def2-TZVPD

Cartesian coordinates (Å):
C1 -4.260 -1.346 1.761
H1 -3.759 -0.786 2.547
H2 -3.585 -2.121 1.403
H3 -5.138 -1.824 2.185
C2 -4.668 -0.416 0.615
C3 -3.464 0.258 0.029
C4 -3.026 1.484 0.509
C5 -1.887 2.098 0.011
C6 -1.160 1.480 -0.997
C7 -1.598 0.252 -1.498
C8 -2.735 -0.345 -0.990
H4 -3.070 -1.285 -1.402
H5 -1.072 -0.183 -2.337
O1 0.010 1.946 -1.554
C9 0.549 3.184 -1.150
C10 1.332 3.053 0.162
H6 0.669 2.788 0.994
H7 1.830 4.001 0.394
O2 2.295 2.028 -0.046
C11 2.938 1.525 1.103
H8 3.861 1.066 0.735
H9 3.209 2.343 1.779
C12 2.139 0.430 1.880
C13 0.968 -0.177 1.086
N1 1.281 -0.406 -0.339
H10 1.660 0.506 -0.689
H11 0.402 -0.583 -0.850
C14 2.240 -1.507 -0.649
C15 2.725 -1.303 -2.076
H12 3.450 -2.070 -2.334
H13 3.210 -0.335 -2.185
H14 1.907 -1.360 -2.788
C16 1.585 -2.873 -0.421
C17 0.232 -3.057 -1.103
H15 -0.545 -2.442 -0.651
H16 0.288 -2.840 -2.167
H17 -0.079 -4.092 -1.000
H18 1.477 -3.050 0.650
H19 2.277 -3.628 -0.794
H20 3.080 -1.410 0.044
H21 0.099 0.482 1.139
H22 0.713 -1.126 1.562
O3 2.996 -0.637 2.216
H23 3.616 -0.376 2.905
H24 1.708 0.862 2.794
H25 -0.216 3.959 -1.062
H26 1.243 3.456 -1.949
H27 -1.598 3.060 0.403
H28 -3.587 1.982 1.285
H29 -5.177 -0.998 -0.155
H30 -5.364 0.334 0.993

Summary:
M, g/mol: 296.4
Kohn-Sham gap, eV: 9.44
E_LUMO, eV: -2.079
Total charge: +1
Multiplicity: 1
SMILES: CCc1ccc(OCCOC[C@H](O)C[NH2+][C@H](C)CC)cc1
Energy relative to the best compared isomer or geometry (same formula, charge and spin), eV: 0.199
HOMO energy, eV: -11.52